# C16H10ClF5LuO

A structure of composition C16H10ClF5LuO (ωB97M-V/def2-TZVPD, the Open Molecules 2025 dataset).

Its LUMO energy is 0.07777 Eh. The calculation puts the frontier orbital gap at 5.2139 eV. As for the spin multiplicity: 1. The value obtained for the maximum force is 1.38 eV Å⁻¹. Its total charge is -1.

Geometry (Å):
Lu: 1.003 -0.374 0.269
Cl: 2.509 0.462 1.998
F: -2.597 -1.320 2.278
F: -3.138 -0.619 4.891
F: -1.357 3.676 4.144
F: -2.558 1.877 5.801
F: -0.581 2.933 1.617
O: -0.819 0.331 0.892
C: 1.962 -2.630 -0.193
C: -0.270 -2.512 0.395
C: 2.151 1.402 -4.462
C: 1.892 -2.454 1.225
C: -0.148 1.599 -4.365
C: 0.629 -2.653 -0.708
C: -2.275 -0.091 2.742
C: -2.297 1.539 4.524
C: 0.510 -2.361 1.592
C: 0.162 0.366 -5.016
C: -1.646 2.443 3.682
C: 1.081 2.238 -4.022
C: -1.448 0.748 1.974
C: 1.583 0.245 -5.076
C: -1.257 2.072 2.411
C: -2.608 0.268 4.036
H: -1.145 1.987 -4.178
H: 0.337 -2.898 -1.732
H: 3.211 1.615 -4.361
H: 2.721 -2.429 1.910
H: -0.557 -0.347 -5.410
H: -1.344 -2.624 0.364
H: 2.865 -2.810 -0.766
H: 0.112 -2.299 2.595
H: 1.183 3.198 -3.526
H: 2.135 -0.577 -5.524

These are the Mulliken partial charges, in e, on atoms 1 to 8: 1.3510 -0.5909 -0.3175 -0.3129 -0.3127 -0.3021 -0.2817 -0.6592


# C16H10ClIN4O5PdS

A structure of composition C16H10ClIN4O5PdS (ωB97M-V/def2-TZVPD, the Open Molecules 2025 dataset).

Its energy above the lowest of the compared OMol25 structures with the same formula, charge and spin is 5.3 kcal/mol. Its LUMO energy is -0.03969 Eh. The calculation puts the frontier orbital gap at 7.9405 eV. As for the spin multiplicity: 1. The value obtained for the maximum force is 0.53 eV Å⁻¹. Its total charge is 0.

Geometry (Å):
I: 4.253 2.902 -1.678
Pd: 0.052 -0.426 0.574
Cl: -3.160 -4.271 -2.259
S: -0.130 0.450 3.012
O: -2.532 1.517 -2.324
O: -4.171 0.056 -3.530
O: -1.208 -0.436 2.444
O: -0.994 1.315 -0.703
O: -4.636 -2.106 -3.663
N: 1.715 -0.364 -0.600
N: 0.983 0.566 2.015
N: -1.440 -2.672 -1.007
N: -1.136 -1.369 -0.821
C: 3.469 1.001 -1.422
C: 2.255 0.846 -0.773
C: -2.857 -1.496 -2.255
C: -1.829 0.880 -1.522
C: 0.648 -5.696 -0.547
C: -0.651 -3.692 -0.392
C: -2.475 -2.770 -1.872
C: 0.436 -4.561 1.556
C: -1.975 -0.648 -1.553
C: 2.339 -1.452 -1.055
C: -0.146 -4.736 -1.155
C: 4.135 -0.123 -1.887
C: 3.556 -1.368 -1.701
C: 0.946 -5.610 0.806
C: -0.373 -3.603 0.965
C: -3.974 -1.201 -3.217
H: 5.087 -0.026 -2.391
H: 1.568 -6.362 1.273
H: -0.348 -4.792 -2.214
H: 0.648 -4.492 2.615
H: -0.815 -2.821 1.568
H: 1.838 -2.398 -0.895
H: -3.509 0.682 -3.069
H: 1.040 -6.510 -1.142
H: 4.042 -2.267 -2.051
H: 1.690 1.687 -0.398

These are the Mulliken partial charges, in e, on atoms 1 to 8: 0.1447 0.4791 -0.1112 0.4703 -0.8100 -0.5639 -0.5137 -0.5542


# C16H10F2N2OPdS

A structure of composition C16H10F2N2OPdS (ωB97M-V/def2-TZVPD, the Open Molecules 2025 dataset).

The expectation value of S² is 0.754. Its energy above the lowest of the compared OMol25 structures with the same formula, charge and spin is 2.2 kcal/mol. Its LUMO energy (spin up / spin down) is 0.11338 / 0.11311 Eh. The calculation puts the frontier orbital gap (spin up / spin down) at 5.5078 / 6.7392 eV. As for the spin multiplicity: 2. The value obtained for the maximum force is 0.25 eV Å⁻¹. Its total charge is -1.

Geometry (Å):
Pd: 0.065 -0.158 -0.742
S: -0.318 1.841 -2.218
F: 4.182 -1.521 2.455
F: 5.330 -0.701 -1.984
O: -2.129 -0.166 -0.947
N: 0.108 -0.876 1.517
N: -2.713 0.715 -1.730
C: 1.362 -0.943 1.982
C: -4.125 2.471 -3.318
C: -0.792 -1.018 3.716
C: -4.797 1.449 -2.635
C: 4.762 -1.103 0.253
C: -4.056 0.601 -1.861
C: 3.061 -0.476 -1.352
C: -2.769 2.575 -3.184
C: -2.003 1.694 -2.379
C: 0.496 -1.081 4.223
C: 4.364 -0.755 -1.025
C: 2.046 -0.530 -0.383
C: 2.427 -0.874 0.943
C: 1.579 -1.042 3.363
C: 3.766 -1.151 1.204
C: -0.928 -0.910 2.342
H: 2.828 -0.207 -2.376
H: 0.663 -1.154 5.292
H: -4.466 -0.220 -1.294
H: -5.866 1.312 -2.703
H: 5.788 -1.330 0.500
H: -1.900 -0.836 1.865
H: -2.214 3.348 -3.696
H: 2.580 -1.078 3.758
H: -4.667 3.167 -3.945
H: -1.662 -1.042 4.359

These are the Mulliken partial charges, in e, on atoms 1 to 8: -0.5353 -0.4573 -0.3573 -0.3573 -0.7602 -0.2229 0.5168 1.0993


# C16H10N2OS6SbW

A structure of composition C16H10N2OS6SbW (ωB97M-V/def2-TZVPD, the Open Molecules 2025 dataset).

The expectation value of S² is 0.761. Its energy above the lowest of the compared OMol25 structures with the same formula, charge and spin is 20.9 kcal/mol. Its LUMO energy (spin up / spin down) is -0.33575 / -0.35753 Eh. The calculation puts the frontier orbital gap (spin up / spin down) at 5.9707 / 5.3571 eV. As for the spin multiplicity: 2. The value obtained for the maximum force is 1.56 eV Å⁻¹. Its total charge is +2.

Geometry (Å):
W: -1.216 -1.622 0.650
Sb: -4.381 -1.316 0.840
S: -0.355 -3.564 -0.398
S: -5.514 -3.333 0.514
S: -2.709 -1.601 -1.086
S: -1.546 1.376 -0.161
S: -2.589 -2.323 2.291
S: 0.777 -2.224 1.845
O: -1.498 0.294 1.026
N: 1.821 -6.588 -0.692
N: 3.479 -4.433 2.917
C: 1.681 -0.654 -1.360
C: 0.888 -3.619 0.811
C: 1.804 -5.709 0.048
C: 2.754 -4.527 2.029
C: 0.347 5.115 1.398
C: -0.797 2.795 0.527
C: 0.386 -0.183 -3.336
C: -0.553 5.155 0.341
C: 0.780 0.077 -0.585
C: 0.663 3.913 2.030
C: 1.795 -4.596 0.959
C: -0.532 0.536 -2.584
C: 0.096 2.729 1.594
C: 1.476 -0.795 -2.722
C: -1.152 3.986 -0.101
C: -0.320 0.639 -1.221
H: 0.316 1.796 2.095
H: 0.802 6.033 1.745
H: 1.349 3.902 2.867
H: 1.047 0.368 0.419
H: -1.878 4.009 -0.907
H: 0.240 -0.278 -4.404
H: 2.181 -1.362 -3.316
H: 2.562 -1.075 -0.892
H: -0.804 6.097 -0.128
H: -1.403 0.981 -3.053

These are the Mulliken partial charges, in e, on atoms 1 to 8: 0.9738 0.6201 -0.2265 -0.0805 -0.2316 0.2509 -0.1485 -0.2524


# C16H11Br3LiN2O2S2

A structure of composition C16H11Br3LiN2O2S2 (ωB97M-V/def2-TZVPD, the Open Molecules 2025 dataset).

Its energy above the lowest of the compared OMol25 structures with the same formula, charge and spin is 13.1 kcal/mol. Its LUMO energy is 0.08070 Eh. The calculation puts the frontier orbital gap at 6.7851 eV. As for the spin multiplicity: 1. The value obtained for the maximum force is 0.30 eV Å⁻¹. Its total charge is -1.

Geometry (Å):
Br: 1.532 -5.833 3.324
Br: 3.931 -0.889 2.117
Br: -5.470 0.817 -4.240
S: -0.192 2.886 -1.274
S: 2.237 3.929 0.194
O: 0.537 5.321 -1.265
O: 1.239 -0.405 0.698
N: -1.601 0.172 -1.737
N: -0.926 -2.028 0.532
C: 2.458 -3.270 2.566
C: -2.799 0.169 -1.165
C: 0.220 -3.749 1.800
C: 0.172 -2.468 1.198
C: -3.985 0.359 -1.859
C: -2.010 -4.110 0.987
C: 1.398 -4.126 2.489
C: -1.545 0.382 -3.049
C: -0.924 -4.569 1.670
C: 1.304 -1.534 1.255
C: 1.326 6.454 -0.932
C: -3.897 0.560 -3.223
C: -2.665 0.576 -3.846
C: 0.896 4.114 -0.778
C: 2.413 -2.007 1.967
C: -1.962 -2.817 0.431
Li: 0.444 0.791 -0.294
H: -2.817 -2.431 -0.117
H: 0.831 7.291 -1.421
H: -2.568 0.749 -4.907
H: 1.365 6.601 0.147
H: 3.353 -3.567 3.097
H: -4.937 0.353 -1.348
H: -2.897 -4.720 0.871
H: -2.812 0.002 -0.094
H: 2.347 6.339 -1.298
H: -0.920 -5.554 2.117
H: -0.556 0.410 -3.488

These are the Mulliken partial charges, in e, on atoms 1 to 8: -0.2911 -0.1974 -0.1936 -0.5349 -0.3861 -0.2923 -0.8619 0.0131


# C16H11BrF5NO3SSeZn

A structure of composition C16H11BrF5NO3SSeZn (ωB97M-V/def2-TZVPD, the Open Molecules 2025 dataset).

Its energy above the lowest of the compared OMol25 structures with the same formula, charge and spin is 0.3 kcal/mol. Its LUMO energy is -0.00602 Eh. The calculation puts the frontier orbital gap at 8.1972 eV. As for the spin multiplicity: 1. The value obtained for the maximum force is 0.25 eV Å⁻¹. Its total charge is 0.

Geometry (Å):
Br: -0.341 1.518 -0.931
Se: 2.166 -2.145 -0.018
Zn: -0.207 -2.003 0.002
S: 0.332 -0.958 2.890
F: 1.037 -1.573 -2.874
F: 3.963 0.352 0.302
F: 3.255 2.433 -3.830
F: 4.453 2.363 -1.392
F: 1.552 0.443 -4.552
O: -3.435 -3.950 -1.194
O: -0.694 -1.022 1.761
O: -1.460 -3.459 -0.257
N: -1.650 -0.909 -1.082
C: -3.775 -1.320 -2.075
C: 1.914 -0.637 -2.487
C: 3.624 1.383 -1.755
C: -1.755 0.365 -1.426
C: 2.499 -0.705 -1.229
C: -0.559 -0.057 4.176
C: -3.861 0.010 -2.445
C: -2.653 -1.745 -1.387
C: -2.836 0.881 -2.112
C: 0.964 1.643 3.405
C: 2.157 0.403 -3.364
C: 3.360 0.330 -0.894
C: 1.382 0.481 2.502
C: -2.524 -3.197 -0.916
C: -0.500 1.408 3.768
C: 3.018 1.421 -2.998
H: 2.426 0.185 2.580
H: 1.569 1.647 4.314
H: 1.124 2.597 2.903
H: -0.031 -0.240 5.114
H: -1.143 1.573 2.901
H: -1.553 -0.499 4.228
H: -2.866 1.928 -2.373
H: -0.841 2.061 4.572
H: 1.158 0.665 1.452
H: -4.544 -2.047 -2.292
H: -4.724 0.376 -2.987

These are the Mulliken partial charges, in e, on atoms 1 to 8: -0.0800 -0.3332 0.4559 0.2363 -0.3725 -0.4006 -0.3132 -0.3049


So what do the calculations give for calculated total energy? Going down the list: -78533.931; -67889.584; -41532.061; -95139.113; -255852.978; -232633.967 eV.